[1]
The following is a DFT calculation (ωB97M-V/def2-TZVPD) of a molecular structure, C20H18BCoF4N10Sb.

Atoms and positions in Å:
Co 0.068 -0.559 0.746
C 1.281 -4.359 -0.356
Sb -0.138 -3.268 0.826
C 0.158 -4.396 2.619
C -1.849 -4.336 0.145
H 1.195 -5.426 -0.145
H 2.293 -4.022 -0.135
H 1.082 -4.189 -1.414
H 0.120 -5.460 2.385
H -0.621 -4.150 3.339
H 1.123 -4.149 3.060
H -1.698 -5.405 0.301
H -2.006 -4.125 -0.912
H -2.732 -3.990 0.679
N 1.933 -1.183 -4.222
C 0.887 -0.758 -3.437
C 0.894 -1.014 -2.055
N -0.085 -0.597 -1.268
C -1.125 0.030 -1.841
C -1.132 0.233 -3.203
N -0.134 -0.131 -4.008
H 2.840 -1.252 -3.768
H 1.968 -0.712 -5.113
H 1.713 -1.550 -1.598
H -1.934 0.349 -1.204
H -1.979 0.728 -3.662
N -0.516 9.295 -0.175
C -0.456 8.152 -0.046
C -0.379 6.729 0.112
C -1.411 5.914 -0.357
C -1.332 4.545 -0.211
C -0.221 3.945 0.405
C 0.805 4.780 0.877
C 0.730 6.150 0.733
C -0.139 2.534 0.541
C -0.069 1.323 0.641
H -2.273 6.363 -0.833
H -2.131 3.908 -0.566
H 1.659 4.325 1.359
H 1.527 6.782 1.101
F -3.511 -1.954 -1.308
B -3.678 -1.290 -0.076
F -2.431 -1.328 0.624
F -4.028 0.049 -0.311
F -4.650 -1.936 0.691
N 0.809 0.996 6.725
C 0.391 0.268 5.922
N -0.119 -0.643 5.117
C -0.018 -0.503 3.833
N 0.025 -0.508 2.675
N 4.687 -1.003 -2.575
C 4.589 -0.798 -1.434
N 4.518 -0.560 -0.133
C 3.294 -0.813 0.283
N 2.205 -1.029 0.627

- 2S+1 = 2
- expectation value of S² = 0.759
- molecular weight (g mol⁻¹) = 665.93
- energy relative to the best compared isomer or geometry (same formula, charge and spin) (kcal/mol) = 4.8
- orbital gap (alpha / beta) (Eh) = 0.29176 / 0.29000
- largest force on an atom (eV/Å) = 0.7
- electronic energy (Eh) = -3368.12346
- highest occupied orbital energy (alpha / beta) (eV) = -3.62 / -3.57
- charge = -2

These are the Löwdin partial charges, in e, on atoms 1 to 8:
1 Co 0.16
2 C -0.33
3 Sb 1.41
4 C -0.32
5 C -0.30
6 H -0.01
7 H -0.01
8 H 0.00



[2]
The following is a DFT calculation (ωB97M-V/def2-TZVPD) of a molecular structure, C20H18BF2N5ORhS.

Atoms and positions in Å:
Rh -0.016 -0.430 0.235
C -2.200 -3.804 -1.133
C -1.339 -2.827 -0.417
N -1.111 -1.615 -0.828
N -1.640 -1.120 -1.957
C -1.247 0.143 -2.129
O -0.522 0.791 -1.282
C -1.714 0.852 -3.331
C -2.492 0.206 -4.292
C -2.918 0.900 -5.410
C -2.575 2.236 -5.572
C -1.800 2.882 -4.619
C -1.369 2.193 -3.499
C -0.721 -3.103 0.875
C -1.220 -4.063 1.749
C -0.711 -4.152 3.028
C 0.307 -3.292 3.449
C 0.825 -2.411 2.544
N 0.348 -2.331 1.273
H -2.456 -3.403 -2.109
H -3.131 -3.989 -0.591
H -1.682 -4.755 -1.263
H -2.753 -0.833 -4.155
H -3.519 0.400 -6.157
H -2.914 2.777 -6.446
H -1.534 3.921 -4.752
H -0.765 2.685 -2.750
H -2.034 -4.695 1.428
H -1.118 -4.885 3.712
H 0.709 -3.343 4.450
H 1.667 -1.767 2.753
F 2.639 -1.542 0.658
B 1.463 -1.852 0.087
F 1.504 -2.709 -0.934
N 3.103 4.560 4.263
C 3.469 4.167 3.034
S 4.693 4.866 2.198
C 2.638 3.036 2.447
C 2.872 2.642 1.132
C 2.123 1.626 0.580
N 1.168 0.982 1.266
C 0.942 1.349 2.530
C 1.645 2.361 3.152
H 3.610 5.322 4.682
H 2.310 4.198 4.759
H 3.636 3.136 0.550
H 2.278 1.306 -0.442
H 0.162 0.813 3.056
H 1.388 2.573 4.180

- molecular weight (g mol⁻¹) = 528.18
- energy relative to the best compared isomer or geometry (same formula, charge and spin) (kcal/mol) = 15.5
- orbital gap (Eh) = 0.23551
- largest force on an atom (eV/Å) = 0.5
- electronic energy (Eh) = -1855.22389
- highest occupied orbital energy (eV) = -11.07
- charge = +1

These are the Löwdin partial charges, in e, on atoms 1 to 8:
1 Rh 1.05
2 C 0.00
3 C -0.24
4 N -0.11
5 N 0.12
6 C -0.38
7 O -0.11
8 C -0.15



[3]
The following is a DFT calculation (ωB97M-V/def2-TZVPD) of a gas-phase ion, C20H18Br2N3O2 (charge -1) at a distorted geometry.

Atoms and positions in Å:
C 3.918 -0.312 3.184
C 3.466 0.791 3.131
C 2.806 2.100 2.995
C 1.431 2.049 3.720
C 0.232 2.409 2.843
C -0.161 1.309 1.870
N 0.691 0.333 1.695
C 0.274 -0.583 0.767
C 1.132 -1.656 0.465
C 0.802 -2.579 -0.469
C -0.429 -2.508 -1.188
N -0.670 -3.520 -2.173
C -0.018 -3.346 -3.266
C -0.464 -2.415 -4.366
C 1.302 -4.052 -3.538
C -1.294 -1.480 -0.906
C -2.647 -1.326 -1.626
O -2.658 -1.164 -2.869
O -3.649 -1.353 -0.877
C -0.943 -0.507 0.074
N -1.802 0.527 0.304
C -1.406 1.409 1.183
C -2.327 2.566 1.394
Br -3.201 2.838 3.068
C -2.555 3.378 0.363
C -1.974 3.244 -1.011
Br -3.753 4.874 0.543
H 4.010 -1.359 3.340
H 3.468 2.869 3.391
H 2.673 2.239 1.921
H 1.467 2.810 4.507
H 1.296 1.097 4.225
H 0.372 3.347 2.296
H -0.602 2.567 3.526
H 2.090 -1.730 0.965
H 1.474 -3.393 -0.712
H -0.407 -1.400 -3.967
H 0.228 -2.470 -5.212
H -1.485 -2.627 -4.659
H 1.440 -4.916 -2.894
H 2.097 -3.322 -3.356
H 1.345 -4.330 -4.594
H -1.711 4.226 -1.401
H -1.116 2.580 -1.047
H -2.743 2.784 -1.637

- molecular weight (g mol⁻¹) = 492.19
- structure (SMILES) = C#CCCCc1nc2ccc(N=C(C)C)c(C(=O)[O-])c2nc1/C(Br)=C(\C)Br
- orbital gap (Eh) = 0.24362
- largest force on an atom (eV/Å) = 2.3
- electronic energy (Eh) = -6235.62188
- highest occupied orbital energy (eV) = -4.32
- charge = -1

These are the Löwdin partial charges, in e, on atoms 1 to 8:
1 C 0.08
2 C -0.17
3 C -0.20
4 C -0.19
5 C -0.16
6 C -0.21
7 N 0.20
8 C -0.20